No. 1
{"formula": "C27H54N5O4", "method": "ωB97M-V/def2-TZVPD", "homo_lumo_gap_ha": 0.29451, "homo_energy_ev": -11.51, "total_charge": 1, "elements": ["C", "C", "O", "N", "C", "C", "C", "C", "N", "C", "N", "C", "C", "C", "C", "C", "C", "C", "C", "N", "N", "H", "H", "H", "H", "H", "H", "H", "H", "H", "H", "H", "H", "H", "H", "H", "H", "H", "H", "H", "H", "H", "H", "H", "H", "C", "C", "O", "C", "C", "H", "H", "H", "H", "H", "H", "H", "H", "H", "H", "C", "C", "O", "C", "C", "H", "H", "H", "H", "H", "H", "H", "H", "H", "H", "C", "C", "O", "C", "C", "H", "H", "H", "H", "H", "H", "H", "H", "H", "H"], "coordinates": [[0.7354, -4.7133, -0.5729], [-0.2877, -5.4646, -1.5433], [0.1744, -6.1229, -2.5121], [-1.7424, -5.4348, -1.3077], [-2.4814, -4.7276, -2.3964], [-4.0460, -4.6800, -2.0022], [-4.3223, -3.7194, -0.7334], [-3.8217, -2.2023, -1.0656], [-2.4081, -1.9867, -0.6525], [-1.9257, -0.7662, -0.5106], [-2.6063, 0.4888, -0.7242], [-2.0567, 1.1806, -1.9303], [-0.4985, 1.4941, -1.5784], [0.2753, 0.1768, -1.0964], [0.7849, -0.6776, -2.3807], [1.7038, 0.0749, -3.3636], [2.1922, -0.7539, -4.6296], [1.6877, -2.2294, -4.7386], [0.7630, -2.7315, -3.6106], [0.2959, -2.0119, -2.4723], [-0.4807, -0.6850, -0.1424], [1.3866, -3.9527, -1.1339], [1.4596, -5.4782, -0.1209], [0.1531, -4.2044, 0.2750], [-1.8617, -4.9770, -0.3878], [-2.0852, -3.6742, -2.6287], [-2.4242, -5.3044, -3.3930], [-4.4290, -5.7244, -1.7294], [-4.6757, -4.2639, -2.8649], [-5.4379, -3.6790, -0.4683], [-3.7259, -4.0603, 0.1810], [-4.5695, -1.5162, -0.5116], [-4.0142, -2.0042, -2.1854], [-1.8285, -2.8365, -0.4989], [-3.6299, 0.4364, -0.7045], [-2.0915, 0.5298, -2.8862], [-2.6177, 2.1564, -2.0920], [-0.5242, 2.2567, -0.7080], [-0.0081, 1.9904, -2.4806], [1.2169, 0.5450, -0.5355], [2.0472, 1.1552, -3.2649], [2.8545, -0.3125, -5.4392], [1.9595, -2.9302, -5.5965], [0.3771, -3.8126, -3.7223], [-0.4948, -0.2868, 0.8103], [0.7065, 2.9234, 3.2224], [0.4033, 1.5228, 3.7276], [1.0940, 0.4997, 3.0180], [2.5160, 0.5570, 3.0493], [3.0957, 0.4710, 4.4502], [0.4611, 3.0078, 2.1583], [0.1231, 3.6625, 3.7777], [1.7614, 3.1783, 3.3351], [-0.6639, 1.3256, 3.5965], [0.6026, 1.4398, 4.7998], [2.8688, 1.4551, 2.5310], [2.8749, -0.2960, 2.4655], [2.7755, 1.3048, 5.0776], [4.1873, 0.4811, 4.4104], [2.7722, -0.4508, 4.9412], [6.0096, 0.1805, -3.1263], [6.8845, 1.1873, -2.3988], [6.1719, 2.3277, -1.9368], [5.1186, 2.0820, -1.0161], [5.5771, 1.4057, 0.2646], [5.5113, 0.6534, -3.9788], [6.6140, -0.6549, -3.4892], [5.2299, -0.2292, -2.4814], [7.6464, 1.5553, -3.0897], [7.4220, 0.7154, -1.5706], [4.3195, 1.5087, -1.5007], [4.6898, 3.0571, -0.7669], [6.0088, 0.4210, 0.0755], [4.7344, 1.2768, 0.9488], [6.3421, 2.0082, 0.7615], [-5.5667, 4.7447, 4.1972], [-4.0847, 4.9684, 3.9463], [-3.2795, 3.8359, 4.2509], [-3.5586, 2.6498, 3.5227], [-3.3961, 2.8086, 2.0202], [-5.7392, 4.4621, 5.2401], [-6.1308, 5.6557, 3.9816], [-5.9707, 3.9467, 3.5717], [-3.7375, 5.7787, 4.5915], [-3.9047, 5.2951, 2.9172], [-4.5575, 2.2785, 3.7742], [-2.8516, 1.8937, 3.8768], [-4.0855, 3.5491, 1.6100], [-3.5854, 1.8579, 1.5153], [-2.3810, 3.1374, 1.7782]]}

***

No. 2
{"formula": "C27H54NO30", "method": "ωB97M-V/def2-TZVPD", "homo_lumo_gap_ha": 0.28480, "homo_energy_ev": -5.35, "total_charge": -1, "elements": ["N", "O", "O", "O", "C", "O", "C", "O", "O", "C", "H", "H", "H", "H", "H", "H", "C", "O", "C", "O", "O", "C", "H", "H", "H", "H", "H", "H", "C", "O", "C", "O", "O", "C", "H", "H", "H", "H", "H", "H", "C", "O", "C", "O", "O", "C", "H", "H", "H", "H", "H", "H", "C", "O", "C", "O", "O", "C", "H", "H", "H", "H", "H", "H", "C", "O", "C", "O", "O", "C", "H", "H", "H", "H", "H", "H", "C", "O", "C", "O", "O", "C", "H", "H", "H", "H", "H", "H", "C", "O", "C", "O", "O", "C", "H", "H", "H", "H", "H", "H", "C", "O", "C", "O", "O", "C", "H", "H", "H", "H", "H", "H"], "coordinates": [[-0.0091, -0.3668, 0.0003], [-0.9165, -0.3291, -0.8687], [0.9700, -1.1221, -0.1614], [-0.0483, 0.4069, 0.9913], [-5.1404, 4.0146, 5.5314], [-3.9781, 4.1219, 4.7176], [-3.6169, 3.0974, 3.9324], [-4.2650, 2.1056, 3.7390], [-2.4400, 3.4466, 3.4199], [-1.8427, 2.6246, 2.4135], [-5.0829, 3.1378, 6.1794], [-5.9686, 3.8075, 4.8520], [-5.2298, 4.9177, 6.1189], [-1.1028, 3.2675, 1.9479], [-2.5737, 2.3933, 1.6382], [-1.4020, 1.6846, 2.7359], [4.9855, -5.1626, -2.9334], [5.2005, -4.4817, -1.6914], [4.1812, -3.7827, -1.2080], [3.1129, -3.6534, -1.7136], [4.5293, -3.3505, 0.0045], [3.6300, -2.4318, 0.5910], [5.9674, -5.5237, -3.2186], [4.5837, -4.4439, -3.6447], [4.2817, -5.9746, -2.7604], [2.7139, -2.8570, 1.0058], [3.2534, -1.6977, -0.1223], [4.1285, -1.9248, 1.4160], [-2.1369, 2.8353, -1.8895], [-2.9309, 3.2265, -0.7737], [-4.2300, 3.1414, -0.7851], [-4.9202, 2.5156, -1.5563], [-4.7105, 3.8293, 0.2562], [-6.0404, 3.4899, 0.6458], [-1.5759, 1.9063, -1.7727], [-1.4423, 3.6484, -2.0828], [-2.7906, 2.6794, -2.7465], [-6.1471, 2.4034, 0.6542], [-6.7799, 3.8702, -0.0564], [-6.1590, 3.8351, 1.6679], [-2.7262, -5.5040, -0.1547], [-3.5441, -4.4148, 0.2425], [-3.1754, -3.2221, -0.1619], [-2.2397, -2.9616, -0.8542], [-3.9140, -2.3182, 0.5322], [-3.7649, -0.9481, 0.2025], [-2.9219, -5.6742, -1.2168], [-2.9589, -6.4418, 0.3429], [-1.6685, -5.2757, -0.0329], [-3.3182, -0.7527, -0.7698], [-3.1552, -0.5172, 0.9995], [-4.7060, -0.3903, 0.1928], [3.0330, 1.1307, 1.2963], [4.4192, 1.4264, 1.5077], [5.1177, 2.1609, 0.6991], [4.7443, 2.7771, -0.2720], [6.3827, 2.1838, 1.1465], [7.3476, 2.6854, 0.2364], [2.9259, 0.7181, 0.2890], [2.5240, 2.0831, 1.2110], [2.6100, 0.4309, 2.0019], [7.6380, 1.8854, -0.4478], [8.2049, 2.9503, 0.8505], [7.0608, 3.5402, -0.3733], [-0.1228, -3.4345, 2.2698], [0.7821, -4.5157, 2.2098], [1.2229, -4.8617, 1.0113], [0.8833, -4.3502, -0.0156], [2.1030, -5.8628, 1.1375], [2.4945, -6.5297, -0.0278], [-1.0170, -3.5552, 1.6564], [0.3629, -2.5100, 1.9471], [-0.4695, -3.2673, 3.2884], [3.5532, -6.7675, 0.0859], [2.2978, -6.0800, -1.0015], [1.9873, -7.4992, -0.1503], [0.5976, 6.0740, 4.3759], [0.4865, 5.9756, 2.9817], [0.8913, 4.8287, 2.4061], [1.3904, 3.9225, 3.0090], [0.6758, 4.9465, 1.1249], [1.1257, 3.9243, 0.2361], [1.6367, 6.0741, 4.7158], [0.0845, 5.2457, 4.8724], [0.1218, 7.0006, 4.6906], [0.6641, 3.0004, 0.5980], [2.1981, 3.7496, 0.3345], [0.8980, 4.1493, -0.7971], [-5.0110, -4.3598, -3.2385], [-5.2568, -2.9599, -3.2648], [-4.1893, -2.1989, -3.4897], [-3.0366, -2.5171, -3.5345], [-4.5841, -0.9326, -3.4529], [-3.6341, 0.0836, -3.7171], [-4.2400, -4.6919, -3.9374], [-5.9491, -4.8232, -3.5267], [-4.6303, -4.6616, -2.2631], [-3.3763, 0.0432, -4.7794], [-2.7044, -0.0952, -3.1710], [-4.0855, 1.0337, -3.4534], [1.7656, 1.6161, -2.3409], [3.1535, 1.2775, -2.4516], [3.4781, 0.0023, -2.5465], [2.7443, -0.9314, -2.5057], [4.8146, -0.1756, -2.6655], [5.7158, 0.9243, -2.8316], [1.2433, 1.1716, -1.4970], [1.2591, 1.3270, -3.2640], [1.7871, 2.7040, -2.3424], [5.6713, 1.2748, -3.8636], [6.6900, 0.5517, -2.5273], [5.5541, 1.8234, -2.2355]]}

***

No. 3
{"formula": "C27H54O13", "method": "ωB97M-V/def2-TZVPD", "homo_lumo_gap_ha": 0.35996, "smiles": "CCOC(C)=O.CCOC(C)=O.CCOC(C)=O.CCOC(C)=O.CCOC(C)=O.CCOC(C)=O.CC(C)=O", "homo_energy_ev": -9.75, "elements": ["O", "C", "O", "C", "C", "C", "H", "H", "H", "H", "H", "H", "H", "H", "O", "C", "O", "C", "C", "C", "H", "H", "H", "H", "H", "H", "H", "H", "O", "C", "O", "C", "C", "C", "H", "H", "H", "H", "H", "H", "H", "H", "O", "C", "O", "C", "C", "C", "H", "H", "H", "H", "H", "H", "H", "H", "O", "C", "O", "C", "C", "C", "H", "H", "H", "H", "H", "H", "H", "H", "O", "C", "O", "C", "C", "C", "H", "H", "H", "H", "H", "H", "H", "H", "C", "C", "O", "C", "H", "H", "H", "H", "H", "H"], "coordinates": [[-4.6747, -4.3514, -1.0636], [-3.9733, -3.3603, -1.0611], [-3.0644, -2.9433, -2.0047], [-2.8152, -3.9174, -2.9439], [-1.7669, -3.2681, -3.8932], [-3.9634, -2.4427, 0.1712], [-3.6677, -4.0058, -3.6456], [-2.6982, -4.9340, -2.5637], [-2.1060, -2.3370, -4.3537], [-1.6434, -3.8539, -4.7501], [-0.7919, -3.0329, -3.6318], [-4.4181, -2.8701, 1.0550], [-4.3704, -1.3987, -0.0941], [-2.8911, -2.3111, 0.3629], [4.3113, -1.7841, 2.3670], [4.5555, -0.5624, 2.4353], [4.6468, 0.3613, 1.5152], [4.3445, 0.0726, 0.2013], [4.5447, 1.2706, -0.7521], [4.8796, 0.0461, 3.8669], [3.3997, -0.4024, -0.0210], [5.0475, -0.7326, 0.0091], [5.6180, 1.7392, -0.4705], [3.7282, 2.0625, -0.5596], [4.4789, 0.9560, -1.8684], [5.1865, -0.6667, 4.5793], [4.0996, 0.6166, 4.1446], [5.5351, 0.7172, 3.7994], [1.5339, 5.0531, 0.7002], [2.1940, 4.3157, 1.4037], [1.7921, 3.3987, 2.2630], [0.3930, 2.9920, 2.3281], [0.4485, 1.4277, 2.3987], [3.6367, 4.5774, 1.6231], [-0.1044, 3.4539, 1.5929], [0.4154, 3.3870, 3.3128], [0.6924, 1.1145, 3.4122], [1.2104, 1.0541, 1.6578], [-0.4081, 1.3350, 2.2776], [3.8840, 5.5238, 1.3071], [4.3755, 3.9128, 1.2534], [3.8885, 4.5174, 2.7895], [2.9049, 3.2917, -4.1415], [4.0518, 2.6006, -4.3142], [4.0987, 1.2894, -4.5423], [3.0057, 0.5298, -4.7962], [3.5408, -0.9146, -5.0923], [5.2608, 3.2194, -3.8776], [2.5205, 0.8589, -5.8015], [2.2477, 0.3751, -3.9891], [2.9309, -1.4315, -5.4900], [3.8636, -1.3225, -4.1800], [4.3118, -0.7714, -5.7787], [5.8639, 2.4700, -3.3377], [5.0118, 4.2135, -3.3434], [5.6596, 3.5231, -4.8432], [-6.8710, 1.5763, -0.9185], [-5.8455, 2.3794, -0.9496], [-4.7360, 2.3077, -0.1800], [-4.8671, 1.5173, 1.0886], [-3.3771, 1.4698, 1.3392], [-5.6741, 3.4212, -1.9763], [-5.3799, 0.6542, 0.9922], [-5.4415, 2.3029, 1.8613], [-2.8580, 2.4672, 1.4745], [-2.9278, 0.8079, 0.6789], [-3.3904, 1.0119, 2.3337], [-5.0249, 2.8980, -2.8961], [-5.0752, 4.1347, -1.6081], [-6.6471, 3.7720, -2.3943], [-4.5369, -1.0319, 4.6075], [-4.2504, -2.1058, 4.0586], [-3.0726, -2.5340, 3.7377], [-1.9945, -1.5864, 3.8510], [-0.6664, -2.4823, 3.7416], [-5.2856, -3.2523, 3.9986], [-1.9962, -1.1668, 4.7202], [-2.0874, -0.9245, 3.0894], [0.0865, -1.7352, 3.4159], [-0.9944, -3.3784, 2.9234], [-0.1691, -2.9172, 4.7334], [-4.9762, -4.1650, 4.5626], [-5.3619, -3.3312, 2.9856], [-6.3122, -2.9036, 4.0971], [0.3155, -1.3991, 0.1013], [0.8535, -1.5729, -1.2936], [0.8692, -0.4570, -2.1686], [1.5375, -2.8605, -1.6437], [-0.5525, -0.6494, 0.0159], [1.0805, -0.9826, 0.7811], [-0.0555, -2.4191, 0.3776], [2.5046, -2.7762, -1.2886], [1.4188, -3.0070, -2.6979], [1.0059, -3.7441, -1.1739]]}

***

No. 4
{"formula": "C27H54O19", "method": "ωB97M-V/def2-TZVPD", "homo_lumo_gap_ha": 0.35828, "smiles": "COC(=O)OC.COC(=O)OC.COC(=O)OC.COC(=O)OC.COC(=O)OC.CC(C)=O.CC(C)=O.CC(C)=O.CC(C)=O", "homo_energy_ev": -9.28, "elements": ["C", "O", "C", "O", "O", "C", "H", "H", "H", "H", "H", "H", "C", "O", "C", "O", "O", "C", "H", "H", "H", "H", "H", "H", "C", "O", "C", "O", "O", "C", "H", "H", "H", "H", "H", "H", "C", "O", "C", "O", "O", "C", "H", "H", "H", "H", "H", "H", "C", "O", "C", "O", "O", "C", "H", "H", "H", "H", "H", "H", "C", "C", "O", "C", "H", "H", "H", "H", "H", "H", "C", "C", "O", "C", "H", "H", "H", "H", "H", "H", "C", "C", "O", "C", "H", "H", "H", "H", "H", "H", "C", "C", "O", "C", "H", "H", "H", "H", "H", "H"], "coordinates": [[-1.5401, 4.0196, -0.8029], [-2.1613, 3.6543, 0.4411], [-1.4694, 3.0391, 1.4891], [-0.2913, 2.7916, 1.4510], [-2.2789, 2.8594, 2.5365], [-1.7535, 2.2148, 3.6983], [-2.3358, 4.3843, -1.4525], [-1.0194, 3.2534, -1.3773], [-0.8033, 4.8176, -0.7104], [-1.5194, 1.1554, 3.5936], [-2.4232, 2.3679, 4.5445], [-0.8335, 2.6595, 4.0777], [1.3349, -0.2426, -1.3802], [0.4080, -0.1641, -0.3058], [-0.8971, -0.1531, -0.5000], [-1.4231, -0.1828, -1.5949], [-1.4535, -0.1910, 0.7053], [-2.8659, -0.2246, 0.8078], [2.3201, -0.0493, -0.9558], [1.2232, 0.4872, -2.1821], [1.2428, -1.2470, -1.7935], [-3.0620, -0.3752, 1.8694], [-3.3477, -1.0272, 0.2493], [-3.2361, 0.7590, 0.5186], [1.9622, 0.6953, 2.9083], [2.0635, -0.6597, 2.5218], [3.2200, -1.0897, 2.0200], [4.2169, -0.3213, 1.7821], [3.2042, -2.4065, 1.7383], [4.4015, -3.1178, 1.4260], [1.2804, 0.6839, 3.7586], [1.5237, 1.2421, 2.0735], [2.8255, 1.2128, 3.3268], [4.7729, -2.7883, 0.4556], [4.2312, -4.1945, 1.4247], [5.1791, -2.9322, 2.1669], [3.7072, 2.6356, -0.0634], [4.0247, 3.9546, -0.4506], [5.2086, 4.2559, -1.0333], [5.4346, 5.4078, -1.3945], [6.1173, 3.2845, -0.9822], [7.4294, 3.4218, -1.4882], [2.6277, 2.6273, 0.0871], [4.1816, 2.3498, 0.8754], [3.8934, 1.8774, -0.8240], [8.0110, 2.5127, -1.3354], [7.8899, 4.2770, -0.9936], [7.3565, 3.7394, -2.5284], [1.2938, -4.6566, 3.9793], [0.1098, -4.6692, 3.1868], [-0.8983, -3.7681, 3.3025], [-1.9868, -3.8948, 2.6752], [-0.5288, -2.7800, 4.2045], [-1.4897, -1.7726, 4.4745], [1.1559, -4.2963, 4.9987], [2.0942, -4.0633, 3.5373], [1.6172, -5.6754, 4.1927], [-1.7942, -1.2685, 3.5573], [-1.0114, -1.0420, 5.1268], [-2.3776, -2.1195, 5.0032], [-0.3745, -1.5048, -6.2548], [0.1406, -2.3874, -5.1844], [1.4141, -2.4027, -4.9806], [-0.8127, -2.9516, -4.1716], [-0.3721, -2.0701, -7.1868], [0.2667, -0.6270, -6.3348], [-1.3582, -1.1691, -5.9268], [-1.0924, -3.9365, -4.5456], [-1.6658, -2.3172, -3.9312], [-0.2620, -3.0124, -3.2329], [-5.1477, 2.2103, 3.9839], [-5.1929, 0.7052, 4.1663], [-4.2170, -0.0501, 4.2388], [-6.5579, 0.0506, 4.4617], [-6.0842, 2.6071, 4.3759], [-5.1476, 2.4272, 2.9157], [-4.2476, 2.7276, 4.3160], [-7.2544, 0.4455, 3.7220], [-6.8099, 0.4083, 5.4600], [-6.4722, -1.0340, 4.5277], [-4.4592, -1.6675, -2.2524], [-3.9844, -3.1362, -2.3405], [-3.9406, -3.7040, -3.4208], [-3.4878, -3.8484, -1.1154], [-3.6153, -1.0719, -1.9042], [-5.3105, -1.6741, -1.5718], [-4.8053, -1.3744, -3.2436], [-3.0297, -3.0321, -0.5569], [-2.8297, -4.6733, -1.3885], [-4.3368, -4.2711, -0.5781], [3.4985, 2.9741, -5.1829], [2.5507, 2.1253, -4.3630], [1.9835, 2.5713, -3.3416], [2.3480, 0.6761, -4.7913], [4.2253, 2.4162, -5.7734], [4.0353, 3.7441, -4.6288], [2.9297, 3.5181, -5.9369], [2.0788, 0.6700, -5.8475], [1.4670, 0.3864, -4.2186], [3.1686, -0.0152, -4.5993]]}

***

Total energy in eV, matching the order above: -44503.1724; -91787.0219; -55480.8864; -67774.5130
Energy relative to the best compared isomer or geometry (same formula, charge and spin) in kJ/mol, matching the order above: 0.0; 0.0; 1220.9; 35.4